Here is a molecular structure, C44H38As2F6P2Ti from the OMol25 dataset. Energies are from ωB97M-V with the def2-TZVPD basis set.

Last column: Löwdin spin population.
Positions of all 93 atoms, in Å:
Ti (-1.73180, -1.87919, 0.58853)  0.95
C (6.51394, -0.91541, 0.47531)  0.00
C (6.11990, -0.56241, 1.75752)  0.00
C (4.77055, -0.45152, 2.06374)  0.00
C (3.82359, -0.69933, 1.06875)  0.00
C (4.21924, -1.07288, -0.22058)  0.00
C (5.56622, -1.17318, -0.51269)  0.00
P (2.09155, -0.64257, 1.44756)  0.00
C (1.70791, 0.05525, 3.03791)  0.00
C (0.83278, -0.63392, 3.88361)  0.00
C (0.50984, -0.09674, 5.12024)  0.00
C (1.05331, 1.11879, 5.51061)  0.00
C (1.92098, 1.80819, 4.66901)  0.00
C (2.25227, 1.28420, 3.43373)  0.00
C (1.40290, -2.29380, 1.23868)  0.00
C (2.21772, -3.32235, 1.69932)  0.00
C (1.84125, -4.64985, 1.50948)  0.01
C (0.68858, -4.95264, 0.81519)  0.00
C (-0.14389, -3.91959, 0.35948)  0.00
C (0.19514, -2.57990, 0.57894)  -0.01
H (7.56668, -0.99955, 0.24176)  0.00
H (6.86018, -0.37657, 2.52324)  0.00
H (4.46846, -0.17897, 3.06644)  0.00
H (3.48807, -1.28700, -0.99429)  0.00
H (5.88229, -1.45845, -1.50650)  0.00
H (0.41554, -1.58929, 3.59083)  0.00
H (-0.15603, -0.63356, 5.78125)  0.00
H (0.80831, 1.53051, 6.48025)  0.00
H (2.34771, 2.74996, 4.98445)  0.00
H (2.93703, 1.82531, 2.79098)  0.00
H (3.15915, -3.11937, 2.19771)  0.00
H (2.47968, -5.44086, 1.87742)  0.00
H (0.43511, -5.98327, 0.60466)  0.00
H (-1.02858, -4.19742, -0.22273)  0.00
C (-1.81015, 1.66050, -0.03198)  0.00
C (-0.63362, 1.29958, 0.86494)  0.01
As (1.08105, 0.92574, -0.00398)  0.00
C (2.10212, 2.53119, 0.18464)  0.00
C (1.44823, 3.72957, 0.46866)  0.00
C (2.18088, 4.90589, 0.53674)  0.00
C (3.55220, 4.88441, 0.32748)  0.00
C (4.19807, 3.69202, 0.02900)  0.00
C (3.47740, 2.51024, -0.05422)  0.00
C (1.06627, 0.46849, -1.85470)  0.00
C (1.31935, 1.51715, -2.74008)  0.00
C (1.33932, 1.26605, -4.10326)  0.00
C (1.13053, -0.02010, -4.57740)  0.00
C (0.90005, -1.06543, -3.69153)  0.00
C (0.86551, -0.82766, -2.32788)  0.00
As (-2.73786, 0.12699, -0.85168)  0.01
C (-2.44858, 0.16705, -2.74626)  0.00
C (-2.29627, 1.36909, -3.43305)  0.00
C (-2.23634, 1.36247, -4.81933)  0.00
C (-2.34456, 0.16839, -5.51880)  0.00
C (-2.50521, -1.02847, -4.83539)  0.00
C (-2.55506, -1.03037, -3.44852)  0.00
C (-4.59597, 0.50251, -0.56042)  0.00
C (-5.02971, 0.86513, 0.71322)  0.00
C (-6.37077, 1.13833, 0.92583)  0.00
C (-7.27337, 1.03792, -0.12593)  0.00
C (-6.83954, 0.66285, -1.38883)  0.00
C (-5.49638, 0.39171, -1.61463)  0.00
H (-1.53665, 2.38601, -0.80090)  0.00
H (-2.57099, 2.13350, 0.59320)  0.00
H (-0.86346, 0.49372, 1.56838)  0.00
H (-0.35201, 2.14346, 1.50184)  0.00
H (0.37817, 3.77954, 0.63247)  0.00
H (1.67874, 5.83869, 0.75179)  0.00
H (4.11988, 5.80319, 0.38652)  0.00
H (5.26417, 3.68093, -0.15038)  0.00
H (3.99243, 1.59851, -0.32120)  0.00
H (1.50123, 2.52412, -2.38299)  0.00
H (1.52914, 2.07822, -4.79154)  0.00
H (1.15997, -0.21294, -5.64149)  0.00
H (0.75082, -2.06990, -4.06403)  0.00
H (0.69966, -1.65060, -1.64340)  0.00
H (-2.25431, 2.32088, -2.91653)  0.00
H (-2.12874, 2.29628, -5.35489)  0.00
H (-2.31921, 0.17166, -6.59988)  0.00
H (-2.60659, -1.95925, -5.37659)  0.00
H (-2.70194, -1.97350, -2.92912)  0.00
H (-4.33762, 0.93101, 1.54775)  0.00
H (-6.71344, 1.42979, 1.90928)  0.00
H (-8.31966, 1.25454, 0.04043)  0.00
H (-7.54529, 0.58810, -2.20425)  0.00
H (-5.16997, 0.11422, -2.60977)  0.00
F (-2.27737, -1.31780, 2.20676)  0.00
P (-4.10253, -3.47014, 1.99612)  0.00
F (-4.95562, -4.62050, 1.53396)  0.00
F (-2.69478, -4.06886, 2.28131)  0.00
F (-4.39169, -3.33826, 3.49869)  0.00
F (-4.87292, -2.18030, 1.66454)  0.00
F (-3.36266, -3.17818, 0.41146)  0.02

Forces on the atoms, in the same order (eV/Å):
-0.165 -0.403 0.285
0.000 -0.007 -0.007
-0.037 0.003 0.001
0.020 0.063 -0.015
0.084 0.030 0.145
-0.015 -0.008 -0.085
0.000 0.005 0.005
-0.176 0.082 -0.072
-0.011 -0.104 0.093
-0.031 -0.016 -0.005
0.014 -0.007 -0.043
0.000 0.000 0.005
-0.014 -0.006 0.025
0.048 0.088 -0.098
0.072 -0.174 -0.239
0.068 -0.060 0.008
0.013 -0.013 -0.019
-0.237 -0.031 -0.137
0.386 0.170 0.132
-0.069 0.539 -0.082
0.011 -0.002 -0.004
0.006 0.000 0.006
-0.010 -0.017 -0.003
-0.018 0.002 0.040
0.007 -0.003 -0.009
0.014 -0.005 -0.011
-0.007 -0.004 0.010
-0.007 0.006 0.011
0.009 0.017 0.005
-0.005 -0.025 -0.010
-0.014 0.056 -0.014
-0.001 -0.023 -0.002
-0.009 -0.015 0.033
-0.035 -0.005 0.098
-0.132 0.165 -0.154
0.164 0.027 0.097
0.064 -0.097 0.175
0.047 0.035 -0.039
-0.027 0.010 0.082
0.003 -0.023 0.001
0.016 0.035 0.006
-0.031 -0.066 -0.001
-0.013 0.068 -0.055
0.100 -0.018 -0.164
-0.061 0.099 0.042
0.012 0.013 0.026
0.008 -0.032 0.002
0.008 0.019 0.014
0.002 -0.038 0.126
0.500 -0.097 0.114
-0.140 0.096 -0.049
-0.016 -0.011 -0.031
-0.010 0.010 -0.003
-0.016 -0.032 -0.005
-0.006 -0.007 0.059
-0.015 -0.068 -0.017
-0.063 0.039 -0.061
0.052 -0.034 0.052
-0.016 -0.005 -0.015
-0.009 -0.002 -0.004
0.024 -0.005 0.018
-0.032 0.019 -0.023
-0.009 -0.048 0.011
0.028 0.036 -0.046
0.048 -0.011 -0.070
-0.147 -0.083 0.035
0.058 -0.014 -0.027
-0.017 0.010 0.001
-0.001 0.007 0.000
0.016 0.003 -0.003
-0.007 -0.071 0.003
0.009 -0.041 0.011
0.006 0.004 -0.011
-0.004 -0.003 -0.005
0.004 -0.004 -0.006
0.008 0.035 -0.031
-0.001 -0.042 0.051
-0.002 0.006 -0.003
0.000 0.008 -0.022
0.001 -0.003 -0.028
0.000 0.046 0.020
-0.002 -0.001 -0.028
0.003 0.000 0.006
-0.007 0.002 0.007
-0.007 -0.003 -0.016
0.043 0.007 0.031
-0.021 -0.037 -0.366
0.031 0.027 -0.163
0.000 -0.027 -0.045
0.001 0.113 0.217
-0.154 -0.155 -0.057
0.103 -0.010 0.093
-0.283 0.015 0.203

- <S²> = 0.75
- charge = +3
- gap between HOMO and LUMO (spin up / spin down) (eV) = 7.38 / 7.49
- energy above the lowest of the compared OMol25 structures with the same formula, charge and spin (eV) = 0.718
- spin multiplicity = 2

***

Here is 2 unconnected molecules or ions with the total composition C4H5B from the OMol25 dataset. Energies are from ωB97M-V with the def2-TZVPD basis set.

Last column: Löwdin charge in e.
Positions of all 10 atoms, in Å:
B (0.45516, 0.14750, 1.06516)  -0.16
C (-0.23526, 1.27296, 0.36986)  -0.04
C (1.08903, -0.89162, 0.09058)  -0.03
C (-0.32458, 0.74683, -0.86331)  -0.10
C (0.28200, -0.59805, -1.02707)  -0.07
H (-0.24047, -0.97558, 2.50783)  0.11
H (-0.59599, 2.13190, 0.73555)  0.04
H (1.63845, -1.71039, 0.30005)  0.03
H (-0.88499, 1.16786, -1.68604)  0.11
H (0.12400, -1.07911, -1.98349)  0.10

Forces on the atoms, in the same order (eV/Å):
-0.979 -3.821 2.279
1.263 -1.817 -1.186
-3.383 3.000 -2.606
-0.883 0.284 0.140
2.578 0.161 2.235
1.226 2.236 -2.263
-1.425 3.040 0.857
1.582 -2.646 0.297
-0.148 0.183 -0.037
0.168 -0.621 0.287

- charge = 0
- gap between HOMO and LUMO (eV) = 8.05
- energy above the lowest of the compared OMol25 structures with the same formula, charge and spin (eV) = 2.395

***

Here is a molecular structure, C28H48BrN3P2SSn from the OMol25 dataset. Energies are from ωB97M-V with the def2-TZVPD basis set.

Last column: Löwdin charge in e.
Positions of all 84 atoms, in Å:
N (0.40145, 1.62534, -7.82834)  0.07
C (1.65836, 1.36693, -7.46726)  -0.12
C (1.98770, 1.00573, -6.16044)  -0.01
C (0.95648, 0.82944, -5.21801)  -0.25
C (-0.35702, 1.16599, -5.59590)  -0.03
C (-0.58011, 1.52913, -6.93347)  -0.12
C (1.30249, 0.24661, -3.89943)  -0.31
Sn (0.50560, 1.37569, -2.11436)  1.00
P (-0.69800, -2.55289, 2.46045)  0.73
C (0.29070, -0.53693, -3.18169)  -0.35
C (0.65106, -1.53011, -2.15523)  -0.28
C (-0.36343, -2.38651, -1.69454)  -0.04
C (-0.11301, -3.22036, -0.61564)  -0.11
C (1.04777, -3.06229, 0.13765)  -0.26
C (2.11736, -2.36997, -0.42488)  -0.14
C (1.91339, -1.54576, -1.53275)  -0.07
Br (1.03107, -1.19116, 2.18024)  0.65
H (2.35805, -0.02579, -3.78712)  0.11
H (-0.67516, -0.69437, -3.66864)  0.11
H (3.02783, 0.85706, -5.87963)  0.12
H (-1.18772, 1.16488, -4.89135)  0.10
H (2.44483, 1.44715, -8.22515)  0.12
H (-1.59561, 1.75036, -7.27842)  0.12
H (-1.32944, -2.36999, -2.21188)  0.12
H (2.73116, -0.92710, -1.91374)  0.09
H (-0.84334, -3.99071, -0.36170)  0.11
H (3.12485, -2.46648, -0.00106)  0.12
P (-1.36533, 2.19802, -0.30870)  0.80
C (0.32418, -4.02751, 2.26871)  -0.39
C (-0.31582, -5.39575, 2.19067)  -0.10
H (1.08607, -4.02016, 3.06377)  0.10
H (1.07907, -3.75044, 1.16471)  0.04
H (0.46865, -6.11685, 1.89953)  0.10
H (-0.67935, -5.73539, 3.16858)  0.09
H (-1.13126, -5.47659, 1.45872)  0.08
C (-2.26484, -2.34188, 1.60199)  -0.33
C (-3.45636, -3.00218, 2.32761)  -0.10
H (-2.19459, -2.71097, 0.57124)  0.07
H (-2.43520, -1.25795, 1.50347)  0.06
H (-4.27338, -3.21952, 1.62505)  0.10
H (-3.18816, -3.95034, 2.81569)  0.08
H (-3.85178, -2.32012, 3.09169)  0.08
C (-1.03864, -2.19911, 4.21611)  -0.38
C (-0.29074, -3.00897, 5.27352)  -0.12
H (-2.11930, -2.32090, 4.34884)  0.08
H (-0.82529, -1.12917, 4.34513)  0.08
H (-0.55842, -2.60641, 6.26338)  0.10
H (-0.58478, -4.06813, 5.26051)  0.08
H (0.79831, -2.93479, 5.15826)  0.08
C (-0.65714, 2.84124, 1.25847)  -0.40
C (-1.57262, 3.80835, 2.00465)  -0.13
H (0.31218, 3.30195, 1.00391)  0.05
H (-0.41867, 1.96051, 1.87618)  0.06
H (-1.65296, 4.77183, 1.48714)  0.07
H (-2.58447, 3.40567, 2.14340)  0.08
H (-1.16268, 4.00429, 3.00235)  0.08
C (-2.72604, 1.09195, 0.21502)  -0.40
C (-3.23332, 0.18594, -0.90636)  -0.14
H (-3.54377, 1.72678, 0.59465)  0.09
H (-2.34693, 0.51105, 1.06937)  0.05
H (-3.64787, 0.77198, -1.73742)  0.08
H (-2.44266, -0.46604, -1.30686)  0.05
H (-4.03551, -0.46008, -0.52537)  0.08
C (-2.21662, 3.62824, -1.07290)  -0.39
C (-1.32695, 4.84601, -1.37035)  -0.14
H (-3.06834, 3.90582, -0.43080)  0.09
H (-2.63684, 3.23218, -2.01128)  0.08
H (-1.32898, 5.05060, -2.44920)  0.08
H (-1.71834, 5.74441, -0.87390)  0.08
H (-0.27755, 4.72271, -1.06416)  0.06
C (4.60952, 0.67845, 2.10076)  -0.06
N (3.66946, 0.73279, 0.97749)  -0.04
C (3.11066, 1.86096, 0.48973)  -0.76
S (2.89668, 2.02571, -1.23670)  0.58
N (2.80028, 2.88066, 1.30273)  -0.02
C (2.83924, 2.85940, 2.76158)  -0.06
H (5.28709, 1.54388, 2.11789)  0.11
H (5.20945, -0.22752, 1.97898)  0.10
H (4.07438, 0.59443, 3.05403)  0.07
H (3.83335, 0.03136, 0.25512)  0.10
H (2.44383, 3.71001, 0.83018)  0.13
H (3.87224, 2.91432, 3.12509)  0.09
H (2.30508, 3.74314, 3.12374)  0.10
H (2.34449, 1.96824, 3.16660)  0.08

Forces on the atoms, in the same order (eV/Å):
-0.095 -0.132 -0.443
-0.112 0.060 0.685
-0.326 0.001 -0.092
0.298 0.124 0.304
0.341 -0.044 -0.617
0.285 0.000 0.710
-0.209 -1.371 -1.996
-0.576 2.971 -0.663
1.663 -0.251 1.489
0.651 -0.949 0.075
-0.520 0.592 -0.069
0.377 -0.046 -0.258
-0.257 0.136 0.422
0.663 -1.463 -2.390
0.335 0.259 -0.007
0.162 -0.772 0.278
-0.866 1.302 0.548
-0.320 0.247 0.158
0.255 0.181 0.111
-0.186 -0.161 -0.061
0.142 -0.171 -0.150
-0.410 0.073 0.192
0.404 -0.003 0.063
0.417 -0.319 0.139
-0.241 -0.372 0.093
0.113 0.259 0.126
-0.437 0.230 0.043
-0.437 -0.111 1.097
-1.638 -1.024 1.913
0.292 -0.429 -0.562
-0.132 0.383 -0.356
0.282 0.515 -1.189
-0.378 0.201 0.041
-0.036 0.167 -0.114
0.201 0.073 0.216
-0.384 0.203 -1.074
-0.104 -0.053 0.481
0.195 0.116 0.382
0.162 -0.377 0.144
0.407 0.145 0.087
-0.086 0.225 -0.153
0.049 -0.313 -0.174
-0.520 0.238 0.199
0.093 -0.161 0.161
0.179 -0.010 0.045
-0.117 -0.205 -0.080
0.162 -0.170 -0.370
0.141 0.306 -0.035
-0.255 -0.014 0.067
0.054 -0.037 -0.079
0.047 0.206 0.313
-0.432 -0.074 0.134
-0.039 0.150 -0.171
-0.007 -0.248 0.093
0.238 0.061 -0.056
-0.128 0.046 -0.151
-0.296 0.331 0.275
-0.111 -0.185 -0.039
0.139 -0.281 -0.030
-0.047 0.249 -0.231
0.084 -0.164 0.195
-0.109 0.232 0.123
0.110 0.148 -0.178
-0.197 -0.261 -0.256
0.112 0.323 -0.245
0.264 -0.209 -0.178
-0.017 0.161 0.257
0.121 -0.020 0.347
0.155 -0.288 -0.102
-0.278 -0.020 -0.067
0.069 -0.302 0.458
-0.068 -0.011 -0.484
0.331 0.247 -0.154
0.276 -0.169 1.223
0.065 -0.470 -0.640
0.009 0.395 0.274
-0.241 -0.296 -0.076
-0.080 0.223 -0.007
0.322 0.048 -0.195
-0.101 0.504 0.277
0.333 -0.373 0.217
-0.401 0.018 0.025
0.102 -0.202 -0.094
0.094 0.182 -0.196

- charge = +2
- gap between HOMO and LUMO (spin up / spin down) (eV) = 5.44 / 5.01
- energy above the lowest of the compared OMol25 structures with the same formula, charge and spin (eV) = 3.556

***

Here is a single C7H10INO2S molecule from the OMol25 dataset. Energies are from ωB97M-V with the def2-TZVPD basis set.

Last column: Löwdin charge in e.
Positions of all 22 atoms, in Å:
C (0.82582, 0.17733, -1.06904)  -0.08
C (1.64388, -2.10150, -0.01166)  -0.06
C (-0.18036, 1.91973, 0.38651)  -0.22
C (0.65204, -1.33826, -0.93264)  -0.20
C (0.76535, 0.73465, 0.40067)  -0.30
C (0.36290, -1.64373, 0.52411)  -0.31
C (0.29303, -0.36577, 1.20046)  0.10
N (-2.44100, 0.31166, 0.83945)  -0.79
O (-2.52477, 2.84869, 0.41214)  -0.34
O (-1.97931, 1.41354, -1.53496)  -0.45
S (-1.97302, 1.60941, -0.05669)  0.43
I (-2.96786, -1.17987, -0.23792)  0.90
H (1.73472, 0.27127, -1.71731)  0.14
H (-0.06995, 0.59213, -1.54720)  0.08
H (1.72874, -3.20916, -0.16715)  0.13
H (2.60230, -1.67709, 0.28387)  0.11
H (-0.22801, 2.58265, 1.29980)  0.12
H (0.18359, 2.71249, -0.28364)  0.11
H (0.30451, -2.10496, -1.69474)  0.16
H (1.69219, 1.22120, 0.92373)  0.21
H (-0.38678, -2.51119, 0.81391)  0.15
H (-0.03801, -0.26321, 2.16829)  0.11

Forces on the atoms, in the same order (eV/Å):
0.725 -1.236 -0.584
1.590 -0.429 -1.757
-0.787 2.020 0.980
1.195 -2.231 -0.013
1.197 1.293 -0.612
-3.892 -1.356 2.092
-0.238 -1.489 -1.927
2.158 2.524 0.414
-0.695 -0.081 0.343
-0.215 -0.141 2.273
1.463 0.228 -1.617
-1.089 -2.350 -1.292
-0.647 0.849 0.878
0.494 -0.162 -0.340
-0.295 1.271 0.108
-0.373 0.247 0.127
-0.065 -1.465 -0.228
-0.189 -0.603 -0.546
-0.168 1.854 0.824
-0.998 -1.166 -1.014
1.481 2.143 -0.276
-0.650 0.280 2.169

- charge = 0
- gap between HOMO and LUMO (spin up / spin down) (eV) = 6.23 / 5.60
- energy above the lowest of the compared OMol25 structures with the same formula, charge and spin (eV) = 2.683

***

Here is a single C5H8O molecule from the OMol25 dataset. Energies are from ωB97M-V with the def2-TZVPD basis set.

Last column: Löwdin charge in e.
Positions of all 14 atoms, in Å:
C (2.12240, -0.45104, 0.11285)  -0.09
C (1.03511, 0.50732, -0.26099)  -0.16
C (-0.11779, 0.25913, -0.87236)  -0.11
C (-1.93624, -0.40042, 0.40617)  -0.14
O (-1.47174, 0.66618, 1.19859)  -0.04
C (-1.33283, 0.80377, -0.21846)  -0.28
H (1.69716, -1.44737, 0.28438)  0.08
H (2.52283, -0.11178, 1.07479)  0.08
H (2.94595, -0.53120, -0.59651)  0.07
H (1.07515, 1.48775, 0.20381)  0.11
H (-0.34321, -0.56243, -1.55807)  0.12
H (-1.34151, -1.31525, 0.56128)  0.12
H (-2.98251, -0.59476, 0.23190)  0.10
H (-1.87278, 1.69008, -0.56739)  0.15

Forces on the atoms, in the same order (eV/Å):
0.238 -0.054 -0.139
0.049 0.100 0.040
0.625 0.193 0.026
-0.670 0.067 -0.053
0.213 0.226 0.312
-0.309 -0.389 -0.523
0.161 0.175 -0.205
0.110 -0.134 -0.224
0.080 0.007 -0.027
-0.046 -0.190 0.571
0.469 -0.036 0.355
-0.180 0.463 -0.539
-0.482 0.255 0.645
-0.259 -0.683 -0.239

- charge = 0
- gap between HOMO and LUMO (eV) = 10.18
- SMILES = C/C=C/[C@H]1CO1
- energy above the lowest of the compared OMol25 structures with the same formula, charge and spin (eV) = 3.336